# 1
Computed, not measured: a molecular structure, C6H10I2LuP at a distorted geometry, with ωB97M-V/def2-TZVPD.

```
20
Properties=species:S:1:pos:R:3:forces:R:3
Lu 2.62756 0.33530 -3.45320 0.162 0.333 -0.939
I 0.60981 -3.83176 -1.72097 -1.705 1.593 0.790
I 2.09859 -0.66345 -0.82552 -1.031 -0.445 1.372
P -0.08422 1.63361 1.04993 -0.002 -2.564 -0.526
C 1.02803 0.96284 2.44889 0.192 -1.003 0.962
C -2.31752 -2.54663 -0.62228 0.321 0.317 0.671
C -0.06049 -0.91058 -0.47061 -4.840 -3.061 0.790
C -1.05278 0.27177 0.14721 5.410 1.790 -3.669
C 0.85399 2.75097 -0.18145 -0.867 1.428 -1.751
C -0.68871 -2.24090 -0.84594 0.603 2.784 0.881
H -2.81952 -1.79182 0.14000 1.460 -1.384 -1.563
H -2.43032 -3.60859 -0.13361 0.309 1.998 -1.260
H 1.88669 3.12591 0.22125 -2.011 -1.019 -0.456
H 1.53873 -0.05503 2.14736 -0.978 1.956 0.447
H 1.86812 1.70708 2.80520 -1.887 -1.278 -0.927
H -1.57856 0.72907 -0.81285 0.292 -0.836 2.501
H -2.93102 -2.44605 -1.62091 1.596 -0.465 1.770
H 0.31604 0.71036 3.36926 1.510 0.681 -2.011
H 0.93813 2.15202 -1.21032 0.028 1.259 2.284
H 0.19743 3.71588 -0.43141 1.440 -2.083 0.634
```
Forces are in eV/Å.

Results
2S+1: 1
Frontier orbital gap in eV: 3.919
Strongest force on any atom in eV/Å: 6.778
Charge: +2
Total energy in eV: -65467.73429
Lowest unoccupied orbital energy in eV: -10.30



# 2
Computed, not measured: 3 unconnected molecules or ions with the total composition C6H10INO2S at a distorted geometry, with ωB97M-V/def2-TZVPD.

```
21
Properties=species:S:1:pos:R:3:forces:R:3
I 2.62467 6.33369 -0.35907 0.133 -1.016 2.736
S -1.65663 -1.57710 -0.87720 -0.511 0.897 0.336
O 0.09117 3.84962 -1.90591 -0.160 -0.791 0.625
O -1.12176 5.51102 -2.92971 -1.014 0.437 -0.132
N -1.93567 1.10011 -0.65275 0.962 -0.591 -0.609
C -1.22043 0.69604 0.43498 -0.195 -7.020 0.759
C -0.52067 -1.56041 1.76056 1.280 -0.376 -1.647
C -0.59168 4.64789 -2.37956 1.190 0.347 -0.484
C -2.59814 -0.07071 -1.26576 -2.707 1.019 -1.304
C 0.44157 -0.66045 2.57004 1.356 -1.225 -2.575
C -1.12137 -0.76281 0.58532 0.048 3.913 1.134
H 1.40872 -0.38769 2.01989 -1.164 -0.898 0.778
H -3.73632 -0.05829 -0.90641 2.174 -0.516 -0.536
H -2.61948 -0.03038 -2.39598 -0.041 0.299 1.269
H -0.02474 -2.46019 1.26626 0.110 1.138 0.606
H -2.37463 1.99593 -0.52323 -0.531 -0.256 -0.515
H 0.58862 -1.12139 3.50221 0.710 -0.335 1.303
H -0.90456 1.31336 1.21355 0.369 1.267 0.727
H 2.55047 6.85515 -1.75799 -0.137 1.029 -2.742
H -0.00314 0.26498 2.68842 -1.134 1.832 0.714
H -1.15132 -2.11792 2.47303 -0.740 0.845 -0.443
```
Forces are in eV/Å.

Results
2S+1: 1
Frontier orbital gap in eV: 7.107
Strongest force on any atom in eV/Å: 7.063
Charge: 0
Total energy in eV: -30903.51524
Energy above the lowest of the compared OMol25 structures with the same formula, charge and spin in eV: 0.0000
Structure (SMILES): CCC1=CNCS1.O=C=O.I
Lowest unoccupied orbital energy in eV: 0.28



# 3
Computed, not measured: a single C6H10IO5P molecule at a distorted geometry, with ωB97M-V/def2-TZVPD.

```
23
Properties=species:S:1:pos:R:3:forces:R:3
I -3.91828 1.39083 1.17545 -0.020 -0.242 -0.433
P 1.63769 -1.52492 0.38244 2.181 -0.383 -0.240
O 1.81109 3.05554 1.05570 0.256 5.873 3.042
O 2.65964 1.71347 -0.51473 0.285 0.460 -0.489
O 1.37099 -1.54799 1.98261 -1.184 -0.080 -0.621
O 1.11622 0.99126 0.85357 -0.780 -0.387 0.272
O 0.68575 -2.74073 -0.21712 -0.601 0.561 0.191
C 0.93833 0.11330 -0.28616 -0.166 0.580 1.324
C -0.52523 0.23032 -0.68072 0.693 -0.281 -0.240
C 1.86588 2.06651 0.52325 0.057 -5.468 -2.450
C -1.41601 -0.19182 0.46156 -0.738 -0.504 -0.289
C 1.97703 0.73261 -1.24737 -0.867 -1.077 -0.559
C -2.91322 -0.19630 0.09397 0.644 0.453 0.993
H -0.69912 -0.40817 -1.54757 -0.120 -0.150 -0.173
H -0.71443 1.24788 -1.01269 -0.151 0.282 0.041
H -1.25857 0.39991 1.34594 0.236 0.378 0.197
H -3.07835 -0.07432 -0.96025 -0.236 0.158 -0.344
H 1.43524 1.17737 -2.07943 0.185 0.182 -0.270
H 0.43297 -1.45796 2.22535 0.250 0.025 0.195
H 0.46503 -2.60957 -1.14953 0.019 -0.099 0.120
H 2.64354 -0.04797 -1.59363 0.453 0.163 -0.188
H -1.15833 -1.21469 0.73545 0.040 -0.195 -0.057
H -3.35786 -1.10456 0.45391 -0.435 -0.251 -0.021
```
Forces are in eV/Å.

Results
2S+1: 1
Frontier orbital gap in eV: 9.063
Strongest force on any atom in eV/Å: 6.619
Charge: 0
Total energy in eV: -34011.39926
Structure (SMILES): O=C1OC[C@@](CCCI)(P(O)O)O1
Lowest unoccupied orbital energy in eV: 0.07



# 4
Computed, not measured: a molecular structure, C6H10LaO3 at a distorted geometry, with ωB97M-V/def2-TZVPD.

```
20
Properties=species:S:1:pos:R:3:forces:R:3
La 0.86983 4.61641 -1.58000 -0.335 -1.966 1.014
O -0.07048 0.42406 0.56944 -1.871 2.470 0.370
O 1.25935 2.11405 -0.12340 1.308 2.189 0.584
O -0.91968 2.05928 -0.55217 1.313 2.703 0.843
C -1.69754 0.13911 0.06026 -1.819 -4.347 -0.298
C 2.42596 -1.08691 -1.28239 -0.445 0.380 -0.252
C 0.11404 1.71433 0.06861 -0.898 -1.467 -3.870
C 1.08565 -0.48242 0.71430 0.116 -0.927 -0.048
C 1.32784 -1.24531 -0.54430 0.024 -0.019 -0.333
C -2.21810 -0.76634 1.15011 0.637 -0.042 0.112
H 3.14147 -0.28792 -1.07545 -0.001 -0.437 0.173
H -2.52418 0.79023 -0.23146 1.107 1.023 0.696
H -1.46178 -0.41443 -0.85528 0.308 0.184 0.335
H -2.33312 -0.22051 2.09456 -0.017 -0.214 -0.169
H -1.60471 -1.66413 1.28823 -0.116 0.227 0.152
H 0.75658 -1.12750 1.53481 0.451 0.186 -0.030
H -3.21332 -1.10356 0.83193 0.113 0.182 -0.008
H 0.56045 -1.96558 -0.84104 0.328 0.022 0.190
H 2.58370 -1.67410 -2.18811 0.017 0.105 0.328
H 1.91802 0.18124 0.96134 -0.219 -0.251 0.212
```
Forces are in eV/Å.

Results
2S+1: 2
Frontier orbital gap (spin up / spin down) in eV: 6.380 / 7.255
Expectation value of S²: 0.75
Strongest force on any atom in eV/Å: 4.722
Charge: +2
Total energy in eV: -13364.60263
Energy above the lowest of the compared OMol25 structures with the same formula, charge and spin in eV: 1.0713
Lowest unoccupied orbital energy (spin up / spin down) in eV: -9.00 / -8.91



# 5
Computed, not measured: a gas-phase ion, C6H10N (charge +1) at a distorted geometry, with ωB97M-V/def2-TZVPD.

```
17
Properties=species:S:1:pos:R:3:forces:R:3
N 0.26597 0.14732 -0.06638 2.888 -0.733 -0.409
C 2.54092 0.05733 0.67232 -1.919 -0.210 -1.717
C 1.13822 0.33148 1.08959 -0.176 -0.476 2.512
C -1.14649 0.15272 -0.19806 -3.980 2.717 -0.847
C 1.05571 -0.18615 -1.06666 -0.866 1.050 -0.157
C -1.81220 -1.17642 0.14691 0.067 1.472 -0.407
C 2.43303 -0.24018 -0.66813 2.422 -0.957 0.856
H -1.68115 0.98757 0.33198 1.242 -0.617 0.401
H -2.91460 -1.04414 0.07067 0.830 -0.352 -0.335
H -1.60959 -1.33882 1.20473 0.264 -0.940 -0.234
H 0.96868 1.32743 1.49339 0.012 0.167 0.163
H 3.35977 -0.04379 1.40248 -0.363 0.320 -0.802
H -1.35353 -1.78261 -0.64183 -0.648 -1.156 0.876
H 1.01236 -0.39248 1.96178 -0.698 0.682 -1.070
H -1.49793 0.51554 -1.24027 1.310 -1.018 1.103
H 3.34218 -0.63398 -1.18715 -1.415 0.575 -0.187
H 0.51539 -0.21298 -2.02953 1.030 -0.525 0.255
```
Forces are in eV/Å.

Results
2S+1: 1
Frontier orbital gap in eV: 9.863
Strongest force on any atom in eV/Å: 4.893
Charge: +1
Total energy in eV: -7866.12445
Energy above the lowest of the compared OMol25 structures with the same formula, charge and spin in eV: 0.2237
Structure (SMILES): CC[N+]1=CC=CC1
Lowest unoccupied orbital energy in eV: -5.10



# 6
Computed, not measured: a molecular structure, C6H10N at a distorted geometry, with ωB97M-V/def2-TZVPD.

```
17
Properties=species:S:1:pos:R:3:forces:R:3
N -2.92825 0.15790 0.26156 0.572 0.937 0.478
C -0.42071 0.84945 0.42893 0.571 -1.294 -0.129
C 2.87453 0.50184 -0.00396 1.493 0.751 1.502
C 1.79804 -0.50537 -0.18890 -0.319 -0.205 -1.686
C 0.49224 -0.21513 -0.03203 1.549 -0.561 -0.057
C -1.48027 0.07131 0.26683 1.479 -2.847 0.653
C -0.67419 -1.08395 -0.32571 -1.340 -0.553 -0.600
H -0.85460 -1.06241 -1.42763 0.109 -0.874 0.643
H 2.73206 1.02628 0.99466 0.119 -0.352 -1.238
H 3.90914 0.02615 0.08933 -1.437 0.659 -0.430
H 2.13205 -1.45595 -0.76241 -1.035 1.379 1.354
H -3.55960 -0.50197 0.77958 1.136 0.270 -0.528
H -0.66613 -2.06550 0.18694 -0.315 0.418 -0.612
H -2.92908 0.05865 -0.74753 -1.950 0.220 -0.499
H -3.07315 1.10732 0.60149 -1.007 0.227 -0.437
H 2.86999 1.28063 -0.81573 0.138 -0.830 0.720
H -0.22207 1.81075 0.69459 0.239 2.655 0.866
```
Forces are in eV/Å.

Results
2S+1: 1
Frontier orbital gap in eV: 8.860
Strongest force on any atom in eV/Å: 3.274
Charge: +1
Total energy in eV: -7864.19661
Energy above the lowest of the compared OMol25 structures with the same formula, charge and spin in eV: 2.1516
Lowest unoccupied orbital energy in eV: -3.85



Question: Look up the strongest force on any atom of the fourth one.
Answer: 4.722 eV/Å